Entry 1:
A molecular structure, C43H69MnN7O4PSSi4Te at a distorted geometry, computed with ωB97M-V with the def2-TZVPD basis set.

Atoms and positions in Å:
Mn1 -0.455 0.372 0.565
C1 -6.795 0.367 3.886
C2 -5.509 0.766 3.209
C3 -4.720 1.808 3.696
C4 -3.534 2.152 3.085
C5 -3.049 1.502 1.926
N1 -1.855 1.848 1.344
C6 -1.559 3.190 1.243
C7 -2.542 4.152 0.925
C8 -2.249 5.481 0.722
C9 -0.942 5.960 0.816
C10 -0.603 7.399 0.530
C11 0.034 5.043 1.153
C12 -0.261 3.703 1.381
N2 0.813 2.887 1.851
C13 1.625 3.189 2.885
C14 2.543 2.168 3.000
C15 2.199 1.270 1.982
N3 1.156 1.718 1.292
C16 -3.848 0.442 1.464
C17 -5.037 0.091 2.097
N4 -3.502 -0.286 0.293
C18 -4.349 -0.659 -0.688
C19 -3.649 -1.464 -1.554
C20 -2.358 -1.517 -1.018
N5 -2.282 -0.817 0.107
H1 -7.294 1.235 4.317
H2 -6.612 -0.345 4.695
H3 -7.479 -0.105 3.179
H4 -5.036 2.349 4.583
H5 -2.939 2.961 3.491
H6 -3.564 3.810 0.815
H7 -3.050 6.161 0.451
H8 -1.446 8.052 0.758
H9 -0.350 7.537 -0.524
H10 0.254 7.726 1.122
H11 1.067 5.364 1.241
H12 1.483 4.090 3.458
H13 3.334 2.076 3.723
H14 2.656 0.333 1.707
H15 -5.607 -0.742 1.700
H16 -5.369 -0.313 -0.706
H17 -4.005 -1.918 -2.462
H18 -1.485 -2.026 -1.391
C21 0.446 -5.184 -2.368
Si1 2.059 -4.233 -2.660
C22 3.341 -5.501 -3.251
C23 1.765 -3.036 -4.088
Si2 2.656 -3.063 -0.717
Te1 1.189 -1.059 -0.597
Si3 2.511 -4.557 1.092
C24 2.997 -3.693 2.703
C25 0.764 -5.249 1.333
C26 3.632 -6.071 0.874
Si4 4.860 -2.282 -0.875
C27 5.285 -1.214 0.625
C28 6.141 -3.674 -1.005
C29 5.097 -1.186 -2.393
H19 -0.029 -5.462 -3.311
H20 -0.259 -4.568 -1.804
H21 0.621 -6.099 -1.796
H22 2.971 -6.033 -4.131
H23 3.564 -6.242 -2.479
H24 4.281 -5.016 -3.524
H25 1.293 -3.531 -4.941
H26 2.702 -2.590 -4.431
H27 1.118 -2.218 -3.762
H28 2.455 -2.748 2.800
H29 4.064 -3.464 2.719
H30 2.770 -4.305 3.581
H31 0.018 -4.453 1.325
H32 0.679 -5.785 2.284
H33 0.502 -5.942 0.532
H34 4.673 -5.781 0.725
H35 3.327 -6.654 0.002
H36 3.587 -6.727 1.748
H37 5.187 -1.766 1.562
H38 4.594 -0.367 0.665
H39 6.303 -0.820 0.568
H40 6.161 -4.298 -0.109
H41 7.144 -3.263 -1.148
H42 5.920 -4.326 -1.854
H43 4.453 -0.306 -2.323
H44 4.835 -1.711 -3.315
H45 6.133 -0.848 -2.479
N6 0.385 -3.405 6.534
C30 0.142 -2.067 6.429
S1 0.097 -1.139 7.801
C31 -0.021 -1.531 5.072
C32 0.139 -2.318 3.928
C33 -0.033 -1.768 2.677
N7 -0.352 -0.489 2.460
C34 -0.517 0.269 3.555
C35 -0.359 -0.198 4.842
H46 0.320 -3.752 7.479
H47 -0.011 -4.009 5.829
H48 0.426 -3.360 3.991
H49 0.106 -2.362 1.785
H50 -0.792 1.300 3.384
H51 -0.511 0.469 5.679
C36 -3.993 3.523 -1.784
C37 -3.500 2.808 -3.039
C38 -2.970 3.816 -4.056
C39 -4.611 1.970 -3.665
O1 -2.492 1.863 -2.667
P1 -1.014 2.266 -2.168
O2 -0.879 3.698 -1.818
O3 -0.650 1.237 -1.135
O4 -0.218 1.875 -3.518
C40 1.136 2.265 -3.790
C41 1.682 1.170 -4.698
C42 1.094 3.612 -4.506
C43 1.985 2.361 -2.522
H52 -4.791 4.228 -2.027
H53 -3.157 4.062 -1.335
H54 -4.367 2.795 -1.060
H55 -3.780 4.478 -4.367
H56 -2.577 3.294 -4.930
H57 -2.169 4.407 -3.612
H58 -5.514 2.572 -3.789
H59 -4.832 1.120 -3.021
H60 -4.297 1.592 -4.639
H61 1.069 1.086 -5.598
H62 1.656 0.216 -4.169
H63 2.712 1.394 -4.985
H64 0.498 3.532 -5.417
H65 2.103 3.941 -4.766
H66 0.633 4.351 -3.848
H67 1.922 1.429 -1.957
H68 1.631 3.176 -1.889
H69 3.028 2.541 -2.792

Calculated values
<S²>: 0.837
relative energy (zero: lowest compared OMol25 entry of this formula, charge and spin): 0.000 eV
multiplicity: 2
total charge: -1


Entry 2:
A molecular structure, C11H11N6PtS5Sb at a distorted geometry, computed with ωB97M-V with the def2-TZVPD basis set.

Atoms and positions in Å:
Pt1 1.002 0.224 0.095
S1 -3.091 -0.896 2.614
Sb1 -2.171 -0.582 0.493
S2 -0.850 1.451 0.875
S3 -0.087 -1.828 0.806
C1 0.848 6.247 -0.319
C2 0.533 5.252 -1.434
C3 1.357 4.024 -1.336
N1 1.443 3.253 -0.328
N2 2.174 2.149 -0.516
C4 2.716 2.087 -1.707
N3 3.557 1.102 -2.103
S4 2.305 3.447 -2.718
H1 0.208 7.121 -0.414
H2 1.890 6.562 -0.364
H3 0.676 5.773 0.643
H4 0.693 5.703 -2.415
H5 -0.514 4.943 -1.371
H6 3.501 0.284 -1.497
H7 3.535 0.881 -3.087
S5 0.606 -0.300 -2.420
C5 -0.218 1.121 -2.526
N4 -0.801 2.103 -2.702
N5 3.772 -5.485 0.241
C6 3.631 -4.385 0.542
C7 3.488 -3.036 0.920
C8 3.837 -2.616 2.220
C9 3.712 -1.272 2.521
C10 3.302 -0.387 1.539
N6 2.940 -0.789 0.292
C11 3.022 -2.092 0.015
H8 4.200 -3.330 2.942
H9 3.955 -0.901 3.506
H10 3.275 0.681 1.721
H11 2.711 -2.389 -0.978

Calculated values
<S²>: 0.765
relative energy (zero: lowest compared OMol25 entry of this formula, charge and spin): 1.907 eV
multiplicity: 2
total charge: -1